Molecular formula: C25H23F5IrN2O6Te
Method: DFT, ωB97M-V with the def2-TZVPD basis set

```
! wB97M-V def2-TZVPD RIJCOSX def2/J DEFGRID3
* xyz 0 2
Ir 0.6000 -0.8847 0.9120
O -1.2466 -0.4073 1.4401
C -2.2572 -1.1016 0.8795
C -3.4240 -0.4151 0.5646
C -4.4622 -1.0837 -0.0592
C -4.3804 -2.4415 -0.3675
C -3.2508 -3.1384 -0.0012
C -2.1936 -2.4832 0.6399
C -1.0802 -3.2317 1.1455
N -0.0782 -2.6823 1.7334
C 1.0149 -3.5114 2.2451
C 1.8364 -2.5723 3.0927
N 2.1521 -1.4213 2.2318
C 3.1875 -0.7191 2.5184
C 3.7610 0.3590 1.7523
C 4.6325 1.2296 2.4182
C 5.1929 2.3068 1.7696
C 4.8962 2.5056 0.4223
C 4.0763 1.6434 -0.2837
C 3.5168 0.5564 0.3776
O 2.7714 -0.3760 -0.2496
H -3.4798 0.6441 0.7812
H -5.3501 -0.5275 -0.3343
H -5.1917 -2.9373 -0.8805
H -3.1615 -4.1983 -0.2048
H -1.1208 -4.3191 1.0965
H 1.5913 -3.8930 1.4018
H 0.6387 -4.3413 2.8448
H 2.7427 -3.0585 3.4536
H 1.2530 -2.2164 3.9453
H 3.7261 -0.9876 3.4292
H 4.8496 1.0479 3.4648
H 5.8571 2.9793 2.2939
H 5.3304 3.3492 -0.0996
H 3.8733 1.7764 -1.3333
C -4.3107 2.2557 -4.0024
O -3.4431 1.2268 -3.5507
C -2.6304 1.4778 -2.5119
C -2.6632 2.6925 -1.7865
C -1.8201 2.8519 -0.7195
C -0.9151 1.8406 -0.3382
C -0.0068 2.0233 0.7396
C 0.0482 3.3051 1.5151
O 0.8403 1.1527 1.0976
C -0.9150 0.6382 -1.0893
O -0.0681 -0.3524 -0.8252
C -1.7661 0.4548 -2.1635
H -4.8381 1.8442 -4.8571
H -3.7459 3.1361 -4.3146
H -5.0318 2.5336 -3.2306
H -3.3343 3.4915 -2.0612
H -1.8532 3.7801 -0.1642
H -0.9278 3.5084 1.9579
H 0.3106 4.1437 0.8691
H 0.7912 3.2094 2.3014
H -1.7169 -0.4837 -2.7109
F 2.6681 -1.3476 -4.1223
Te 1.5050 -1.5252 -2.6325
F 3.0777 -2.6274 -2.0249
F 0.8440 0.1514 -3.4255
F 1.0314 -2.4526 -0.3399
F -0.5313 -2.3873 -3.0287
O 2.5782 0.0091 -1.6214
*
```

The expectation value of S² is 0.76. The value obtained for the total energy is -2398.9055 Eh. As for the HOMO-LUMO gap (alpha / beta): 0.2282 / 0.2238 hartree. The value obtained for the relative energy (zero: lowest compared OMol25 entry of this formula, charge and spin) is 109.3 kcal/mol.